The following is a quantum chemistry calculation of a structure of composition C22H35CdNO4P2 at a distorted geometry, from the OMol25 dataset.

- electronic energy (eV) = -56193.535
- charge = 0
- LUMO energy (alpha / beta) (eV) = -0.375 / -0.429
- multiplicity = 1

Cartesian coordinates (Å):
P1 2.32380 -2.18466 -0.89321
P2 -1.30465 -3.13071 -0.09328
C1 1.51236 -3.58338 -0.05765
C2 0.17393 -3.98824 -0.69626
H1 1.43768 -3.36342 1.02205
H2 2.21719 -4.41838 -0.18630
H3 0.18825 -3.85475 -1.79340
H4 -0.00503 -5.06575 -0.51709
C3 -1.49393 -3.60355 1.62847
H5 -2.08118 -2.83971 2.16344
H6 -0.50825 -3.75039 2.10400
H7 -2.04971 -4.56006 1.63964
C4 -2.59621 -4.07766 -0.95501
H8 -2.66888 -5.06066 -0.47634
H9 -2.34592 -4.20804 -2.01676
H10 -3.56313 -3.56825 -0.88405
C5 3.48708 -1.43744 0.22162
H11 3.64234 -0.40262 -0.08770
H12 4.45361 -1.95600 0.17557
H13 3.13520 -1.44002 1.26243
C6 3.31192 -3.01821 -2.17618
H14 2.66572 -3.49633 -2.92879
H15 3.96582 -3.77450 -1.72096
H16 3.93695 -2.26912 -2.68207
Cd1 1.68068 0.72732 2.55462
C7 -2.31301 -1.25754 -1.85912
C8 -1.66971 -1.41441 -0.57719
C9 -0.42694 -0.50795 -0.21994
C10 0.58437 -0.17585 -1.32245
C11 1.20970 -1.33346 -2.19097
C12 0.25388 -1.99332 -3.03364
C13 -0.64707 -1.14033 -3.82431
C14 -1.85393 -0.49510 -3.00465
C15 3.22377 1.66138 1.35010
H17 -3.28564 -1.74665 -1.94468
H18 -2.41643 -1.21814 0.22735
H19 0.08569 -0.94510 0.65827
H20 -0.80850 0.45735 0.16756
H21 0.12631 0.56554 -1.97694
H22 1.37462 0.40703 -0.82165
H23 1.93556 -0.85411 -2.87499
H24 0.57652 -2.92838 -3.51398
H25 -1.08642 -1.75271 -4.63535
H26 -0.06754 -0.29391 -4.23853
H27 -1.59328 0.53979 -2.72286
H28 -2.72279 -0.44213 -3.68667
H29 2.82627 2.62647 1.00310
H30 3.65936 1.14481 0.49097
H31 3.99693 1.85711 2.10057
O1 0.56710 2.45729 3.38049
C16 -0.00213 2.88709 2.29046
O2 -0.04128 2.27255 1.18899
C17 -0.66955 4.22901 2.43623
C18 -0.60514 4.89922 3.68002
C19 -1.24903 6.12400 3.84553
C20 -1.92218 6.70677 2.75634
C21 -1.99179 6.06241 1.51619
C22 -1.34898 4.84162 1.34953
N1 -2.49663 7.99285 2.92902
O3 -2.38742 8.51517 4.06087
O4 -3.07469 8.56744 1.98143
H32 -0.06041 4.45055 4.52724
H33 -1.24263 6.64990 4.79784
H34 -2.55435 6.55255 0.72918
H35 -1.39821 4.35571 0.37388